This record from the OMol25 dataset describes 2 unconnected molecules or ions with the total composition C17H21N2O4. The level of theory is wB97M-V/def2-TZVPD.

highest occupied orbital energy: -12.20 eV
E_tot: -29131.35978 eV
F_max: 0.4 eV/Å
relative energy (zero: lowest compared OMol25 entry of this formula, charge and spin): 0.00 kJ/mol
2S+1: 1
total charge: +1

Geometry (Å):
C: 3.33717 -4.96501 2.33781
C: 3.30194 -3.88328 1.82782
C: 3.26832 -2.54305 1.23918
C: 2.98129 -1.53935 2.30976
C: 1.80734 -1.15166 2.79526
C: 0.43798 -1.57285 2.43467
C: -0.18644 -2.56627 3.17555
C: -1.47960 -2.93528 2.84716
C: -2.09679 -2.28118 1.79126
C: -1.37841 -1.31544 1.11238
N: -0.12861 -0.95200 1.39637
C: 2.06262 -0.13946 3.85939
O: 1.28667 0.54689 4.43920
O: 3.42780 -0.07290 4.05798
C: 4.04005 -0.80044 3.05734
O: 5.20942 -0.76896 2.85872
H: 3.35069 -5.90132 2.84196
H: 2.48224 -2.49539 0.48545
H: 4.23914 -2.32945 0.79044
H: 0.34396 -3.04084 3.98951
H: -2.00863 -3.69632 3.40336
H: -3.11356 -2.50493 1.50268
H: -1.83821 -0.81686 0.26511
C: -1.61884 2.59401 -1.08436
N: -0.90508 2.49388 -2.39927
C: 0.55741 2.33488 -2.11538
C: -1.11975 3.74636 -3.17939
C: -1.33713 1.28259 -3.19071
C: -2.77078 1.25392 -3.66062
O: -3.63010 1.26789 -2.53650
H: -1.07885 3.30870 -0.46739
H: -2.63458 2.93643 -1.23907
H: -1.61475 1.61783 -0.60803
H: 0.89783 3.20184 -1.55604
H: 1.09546 2.26318 -3.05738
H: 0.70155 1.43175 -1.52667
H: -2.18452 3.89386 -3.33211
H: -0.60654 3.66158 -4.13458
H: -0.71487 4.57921 -2.61003
H: -1.12914 0.42207 -2.55499
H: -0.68466 1.24450 -4.06304
H: -2.88384 0.32462 -4.22704
H: -2.98638 2.08504 -4.33871
H: -4.54474 1.28790 -2.83826

Atomic partial charges in e from the Löwdin method, atoms 1 to 8: number 1, C, carries 0.13; number 2, C, carries -0.12; number 3, C, carries -0.12; number 4, C, carries -0.06; number 5, C, carries -0.02; number 6, C, carries -0.23; number 7, C, carries 0.01; number 8, C, carries -0.04